Density functional theory data (ωB97M-V with the def2-TZVPD basis set) for the ion H3O4PSi with charge -2.

```
9
Properties=species:S:1:pos:R:3:forces:R:3:mulliken_charge:R:1
O 2.141 -0.382 1.324 -0.409 -0.788 1.561 -0.743
P 1.551 0.211 0.081 3.405 0.874 -0.131 0.559
O 1.858 1.698 -0.046 -1.254 0.453 0.095 -0.756
O 1.986 -0.534 -1.162 -1.079 -0.735 -0.854 -0.746
Si -0.681 0.036 0.060 -1.823 1.804 -0.331 0.285
O -1.512 -1.431 -0.037 2.841 -1.195 -0.372 -0.453
H -1.948 0.878 0.889 1.438 -0.760 -0.255 -0.229
H -1.004 0.775 -1.214 -0.137 -0.142 -0.183 -0.150
H -2.392 -1.251 0.105 -2.982 0.489 0.470 0.234
```
Positions in Å, forces in eV/Å.

Calculated values
**Maximum force**: 3.52 eV/A
**Charge**: -2
**Energy above the lowest of the compared OMol25 structures with the same formula, charge and spin**: 114.12 kJ/mol
**LUMO energy**: 6.2981 eV
**Molecular weight**: 126.08 g/mol